(1)
Here is a 3-piece molecular cluster, C21H35N3O9P3S overall at a distorted geometry from the OMol25 dataset. Energies are from ωB97M-V with the def2-TZVPD basis set.

HOMO: -10.992 eV
Frontier orbital gap: 6.731 eV
E_tot: -3084.0165 a.u.
E_LUMO: -4.260 eV
Total charge: +1

Geometry as XYZ:
```
72
Properties=species:S:1:pos:R:3:forces:R:3:mulliken_charge:R:1
C 1.0355 1.4668 1.0427 2.68 -5.80 -3.29 -0.256
C 1.5965 0.3428 0.6169 -3.80 4.75 1.76 -0.421
C 1.8274 -1.1727 0.0640 0.23 1.57 0.18 -0.186
C 1.0694 -1.3251 -1.3488 -4.63 0.59 -3.29 -0.003
C -0.4268 -0.9017 -1.7238 3.40 -0.49 1.46 -0.164
N -1.2374 -0.2811 -0.6409 -0.32 -2.13 -1.95 0.448
C -2.5814 0.1882 -1.1331 -1.88 1.41 -0.13 -0.810
C -1.5686 -1.4568 0.2728 -2.32 -4.51 -1.51 0.788
C -1.1075 -1.5716 1.8075 0.25 -0.04 -0.27 -1.142
O -2.2457 -2.4031 -0.2922 3.26 4.29 3.07 -0.524
N -0.7507 -1.2413 -3.1203 5.52 -0.99 3.44 0.166
C 0.4794 -1.8724 -3.6290 -0.11 0.34 2.13 -0.048
P 0.7913 -2.6179 -5.3511 0.94 -0.04 -0.72 0.166
S 1.9271 -1.5466 -6.5038 -0.48 -0.04 0.49 -0.330
N 1.5261 -1.9074 -2.6195 -2.56 1.41 1.18 0.426
C 2.9130 -2.4537 -2.6448 3.95 -3.00 -0.50 -0.487
C 3.0484 -4.0077 -2.2692 3.07 1.31 -0.85 -0.067
C 4.4510 -4.7455 -2.2737 -0.24 4.68 -1.07 -0.531
C 5.7352 -3.8856 -2.6500 -2.85 2.02 -0.12 -0.329
C 5.6231 -2.3440 -2.9963 -3.40 -2.13 1.01 -0.421
C 4.2020 -1.6210 -2.9880 0.15 -3.32 0.69 -0.293
H 0.5045 2.4945 1.1070 1.48 -2.33 0.10 0.342
H 1.4641 -1.9261 0.8707 0.37 1.34 -1.62 0.287
H 2.9659 -1.3484 -0.0450 -1.97 0.28 -0.14 0.373
H -2.6303 1.3384 -1.3236 0.57 -2.05 0.35 0.200
H -2.9481 -0.3165 -2.0990 0.56 0.49 1.55 0.324
H -3.3880 -0.0267 -0.3203 1.54 0.34 -1.52 0.348
H -0.4291 -0.7044 2.1591 -1.46 -1.26 -0.71 0.066
H -0.4692 -2.5442 1.9156 -1.41 1.61 -0.34 0.309
H -2.0579 -1.6982 2.4720 1.80 0.32 -1.25 0.387
H -1.6449 -1.0651 -3.6038 0.91 -0.27 0.29 0.303
H -0.4838 -2.9652 -5.9663 0.59 0.27 1.12 0.149
H 1.4366 -3.9016 -5.1047 -0.92 0.84 0.41 0.117
H 2.1223 -4.6396 -1.9916 1.57 1.37 -0.56 0.374
H 4.5504 -5.8571 -2.0145 -0.28 1.99 -0.45 0.350
H 6.8078 -4.3331 -2.6961 -2.30 0.68 0.18 0.323
H 6.5735 -1.7302 -3.2526 -1.97 -1.23 0.51 0.334
H 4.1327 -0.4933 -3.2293 0.03 -2.17 0.40 0.382
C -2.4274 -0.7265 9.2502 -0.02 0.08 0.58 -0.692
O -2.2693 -0.2569 7.9177 -3.00 -1.35 -1.46 -0.302
P -1.8866 -1.4585 6.7475 9.36 3.07 0.20 0.982
O -0.5953 -1.7992 7.4954 -1.32 -0.92 0.65 -0.653
O -1.5871 -0.2974 5.6308 -1.20 -1.29 -0.26 -0.321
C -0.6754 0.7419 5.9468 0.04 0.77 0.34 -0.591
O -1.5129 -2.6637 5.5726 -3.66 0.69 -0.10 -0.171
C -1.7683 -3.9937 6.0053 -0.10 -0.51 0.07 -0.722
H -3.0200 0.0022 9.8067 -0.06 -0.04 -0.20 0.251
H -2.9434 -1.6893 9.2634 0.12 0.10 0.23 0.304
H -1.4505 -0.8185 9.7281 -0.04 -0.16 -0.17 0.273
H 0.0446 0.4478 6.7129 -0.15 -0.17 -0.01 0.327
H -1.2324 1.6168 6.2899 0.12 -0.04 0.02 0.271
H -0.1271 1.0127 5.0418 -0.17 -0.20 -0.05 0.179
H -2.7649 -4.0616 6.4499 0.12 -0.31 -0.06 0.319
H -1.0160 -4.3074 6.7287 -0.02 0.09 0.07 0.308
H -1.7268 -4.6558 5.1371 -0.03 0.18 0.04 0.244
C 0.0784 6.5883 -5.1485 0.37 0.43 -0.26 -0.677
O -0.4475 5.2914 -4.8977 -3.46 0.60 -0.23 -0.328
P -1.3318 5.1196 -3.4323 7.42 -4.28 4.18 1.015
O -0.1153 5.5081 -2.5881 -1.05 1.23 -0.70 -0.651
O -1.3809 3.4959 -3.6321 -1.25 0.75 0.13 -0.329
C -0.1669 2.7892 -3.8166 0.42 -0.12 -0.63 -0.108
O -2.3029 4.9575 -2.0209 -1.90 0.61 -3.08 -0.222
C -2.7307 6.1933 -1.4624 -0.26 0.47 0.28 -0.729
H 0.2680 6.6846 -6.2193 -0.18 -0.10 0.06 0.245
H -0.6311 7.3603 -4.8419 0.27 0.06 -0.08 0.306
H 1.0223 6.7140 -4.6152 -0.19 -0.01 0.14 0.272
H 0.6925 3.3141 -3.3949 -0.16 0.13 0.03 0.357
H -0.0039 2.6286 -4.8850 0.10 0.00 0.08 0.293
H -0.2504 1.8149 -3.3285 -0.21 0.10 0.09 -0.273
H -3.1409 6.8391 -2.2435 -0.08 0.10 0.31 0.313
H -1.8991 6.6924 -0.9655 0.07 0.00 -0.10 0.319
H -3.5148 5.9902 -0.7292 0.08 -0.09 -0.17 0.238
```
Forces are in eV/Å.

(2)
Here is a 3-piece molecular cluster, C21H35N5O10PS3 overall at a distorted geometry from the OMol25 dataset. Energies are from ωB97M-V with the def2-TZVPD basis set.

Energy relative to the best compared isomer or geometry (same formula, charge and spin): 0.000 eV
HOMO: -11.771 eV
Frontier orbital gap: 7.085 eV
E_tot: -3382.8854 a.u.
E_LUMO: -4.686 eV
Total charge: +1

Geometry as XYZ:
```
75
Properties=species:S:1:pos:R:3:forces:R:3:mulliken_charge:R:1
C 3.0843 -3.6128 3.1113 0.69 0.18 0.47 -1.056
C 4.0208 -2.4213 2.7677 -0.88 -0.28 0.75 -0.665
C 3.2685 -1.1588 2.3214 0.48 0.11 -1.03 -0.997
C 2.3810 -1.3910 1.0571 0.53 0.06 0.31 0.477
C 2.7633 -0.3627 -0.0503 -0.07 -0.55 -0.13 -1.670
C 1.7756 -0.3594 -1.2035 0.82 -0.49 0.26 0.493
C 1.7796 -1.4799 -2.0426 -0.62 0.09 -0.44 0.370
O 2.6739 -2.4865 -1.7825 -0.24 0.36 -0.01 -0.608
C 0.9144 -1.5958 -3.1481 -0.60 0.89 0.14 0.971
C 0.8790 -2.8116 -4.0429 0.40 -0.46 0.34 -1.259
C 0.7610 -4.1875 -3.3243 -0.47 -0.18 -0.33 -0.463
C -0.6894 -4.6533 -2.9981 0.53 -0.50 0.23 -0.783
S -1.8693 -3.3062 -2.8117 -0.55 0.21 0.24 -0.021
C -2.3572 -3.2535 -1.1188 0.39 -0.69 0.58 -0.108
S -1.8409 -4.3053 0.0235 0.18 0.22 -0.23 -0.162
N -3.2726 -2.2059 -0.8415 0.64 -0.38 0.17 0.306
C -4.6633 -2.7015 -0.7676 -0.73 0.17 -1.00 -0.645
C -5.5371 -1.5789 -0.1923 0.02 -0.38 -0.69 -0.456
O -5.2986 -1.3790 1.1924 0.29 -0.06 -0.39 -0.399
C -3.9731 -1.7830 1.5449 -0.04 -0.02 0.33 -0.559
C -2.9748 -1.4781 0.4109 -0.49 1.05 0.46 -0.238
C 0.0608 -0.4678 -3.3895 0.33 -1.20 -0.03 0.613
S -1.0546 -0.3697 -4.7808 0.02 0.50 -0.16 -0.118
C 0.0846 0.6195 -2.5323 -0.50 0.08 -0.78 -0.256
N -0.7844 1.7054 -2.8419 0.17 -0.16 1.72 -0.605
C -1.9433 1.5449 -2.4312 0.12 -0.83 -1.99 0.548
O -3.0546 1.2840 -2.3027 -0.19 0.64 0.82 -0.313
N 0.9116 0.6753 -1.4422 -0.59 -0.42 -0.29 0.164
P 0.9641 2.0174 -0.2949 1.24 2.16 1.60 0.629
O 2.2443 2.6868 -0.3844 0.19 -0.25 -0.38 -0.701
O 0.7305 1.3764 1.1588 -0.81 -0.46 -1.52 -0.369
O -0.1834 3.1006 -0.4939 -0.39 -1.56 -0.16 -0.487
H 2.1668 -3.2649 3.6028 0.04 -0.12 -0.33 0.272
H 2.8795 -4.2683 2.2576 -0.22 0.25 0.14 0.287
H 3.6058 -4.2216 3.8629 -0.21 -0.07 -0.28 0.381
H 4.7607 -2.7595 2.0316 -0.09 0.33 0.07 0.302
H 4.5417 -2.1635 3.6995 0.15 -0.03 -0.36 0.435
H 2.7072 -0.6889 3.1354 0.04 -0.25 -0.08 0.329
H 4.0386 -0.4358 2.0065 -0.21 -0.01 0.33 0.398
H 2.6458 -2.3955 0.7047 -0.30 0.20 -0.06 0.052
H 1.3060 -1.3943 1.2804 0.19 0.09 0.00 0.133
H 3.7057 -0.7341 -0.4784 -0.20 0.21 0.03 0.409
H 2.9862 0.6253 0.3524 -0.29 -0.14 -0.08 0.768
H 2.2263 -3.1147 -1.1984 0.34 -0.06 0.04 0.083
H 0.0614 -2.7566 -4.7638 0.23 0.21 0.15 0.447
H 1.7979 -2.8097 -4.6507 -0.08 0.07 0.29 0.505
H 1.1839 -4.9327 -4.0101 -0.03 0.15 0.22 0.482
H 1.3352 -4.2679 -2.4033 0.04 0.20 -0.28 0.146
H -0.6367 -5.2294 -2.0644 -0.34 0.27 -0.13 0.476
H -1.0560 -5.3613 -3.7510 -0.09 0.44 -0.01 0.429
H -4.9989 -2.9192 -1.7925 0.05 0.08 0.25 0.363
H -4.7562 -3.6455 -0.2069 0.16 0.33 0.12 0.405
H -6.5893 -1.8199 -0.3896 0.18 0.00 0.49 0.404
H -5.3300 -0.6639 -0.7750 0.04 -0.12 0.25 0.188
H -3.9816 -2.8453 1.8234 0.19 0.14 -0.18 0.276
H -3.7230 -1.2186 2.4524 0.09 -0.06 -0.28 0.386
H -1.9368 -1.5723 0.7485 -0.20 -0.44 -0.17 0.131
H -3.1206 -0.4044 0.1833 0.05 -0.24 0.02 0.078
H -1.5610 -1.6186 -4.8714 0.38 0.20 0.45 0.169
H -0.0335 0.7737 1.1583 0.16 0.00 0.50 0.346
H -1.0612 2.8052 -0.2025 0.00 0.39 0.04 0.294
C 0.7292 6.2523 -0.6656 0.17 0.02 -0.20 -0.401
N 0.7031 7.0203 0.6071 0.06 0.04 -0.10 0.896
O 1.6130 7.7863 0.8258 -0.05 -0.01 0.10 -0.515
O -0.2421 6.8176 1.3465 0.00 -0.07 -0.01 -0.524
H 1.6186 6.5266 -1.2217 0.01 0.06 0.09 0.308
H 0.7432 5.1991 -0.4057 -0.05 0.10 -0.01 -0.070
H -0.1689 6.5080 -1.2212 -0.05 -0.05 0.09 0.302
C 0.3320 7.2424 4.3050 0.08 -0.13 -0.04 -0.719
N 0.2412 7.5105 5.7667 0.06 -0.07 -0.04 0.884
O 0.6771 6.6648 6.5223 -0.03 0.04 0.03 -0.535
O -0.2657 8.5592 6.0999 0.00 -0.02 0.03 -0.517
H 0.8031 6.2763 4.1636 0.00 0.02 0.07 0.302
H -0.6766 7.2445 3.9062 0.02 0.14 0.00 0.282
H 0.9277 8.0334 3.8595 -0.13 0.06 -0.02 0.298
```
Forces are in eV/Å.